Entry 1:
{
  "formula": "C9H16NO3S",
  "method": "ωB97M-V/def2-TZVPD",
  "species": ["C", "C", "C", "C", "C", "C", "C", "C", "C", "N", "O", "O", "O", "S", "H", "H", "H", "H", "H", "H", "H", "H", "H", "H", "H", "H", "H", "H", "H", "H"],
  "xyz": [[1.16894, 0.01659, 0.63201], [2.27334, 0.45383, 1.86866], [0.27129, 1.28121, 0.61043], [0.08947, -1.21618, 0.20327], [-0.98836, 1.02706, -0.27079], [0.78797, -2.30206, -0.56855], [-0.50811, -1.74980, 1.53886], [-0.84423, 1.61831, -1.64107], [-2.29674, 1.48185, 0.41819], [-1.04872, -0.48439, -0.43508], [1.86213, 0.01507, -0.58644], [3.35101, 0.73424, 1.24074], [4.31458, -0.36501, -1.02855], [3.42466, 0.70387, -0.64831], [-0.00719, 1.50198, 1.58250], [0.80306, 1.96759, 0.09726], [0.96807, -1.91872, -1.55880], [0.14980, -3.17881, -0.78977], [1.68096, -2.78172, -0.02673], [-1.28972, -2.61015, 1.25314], [-1.05180, -0.92130, 2.10322], [0.20371, -2.11869, 2.23853], [0.01934, 1.19788, -2.22022], [-0.80542, 2.68667, -1.73758], [-1.76443, 1.43497, -2.28795], [-2.52963, 2.41758, -0.11446], [-2.11997, 1.66966, 1.46842], [-3.17643, 0.89646, 0.13143], [-0.97339, -0.78694, -1.47023], [-1.96422, -0.67106, -0.00215]],
  "atomic_forces_ev_per_a": [[-1.6, 0.5, -1.6], [0.4, -1.3, -1.9], [-1.6, -3.5, -0.6], [1.3, 0.4, 5.5], [0.4, 0.3, 0.7], [-0.3, -1.4, -0.3], [-2.8, -0.3, -0.9], [-0.8, -0.8, -2.7], [0.5, 1.0, -1.6], [0.8, -0.9, -2.4], [3.1, 1.4, -0.9], [-1.5, 0.1, 0.8], [-0.7, 1.1, 0.2], [-1.1, -2.3, 0.3], [-0.4, 1.0, 1.9], [1.8, 2.9, -0.9], [1.1, 0.0, -0.3], [-0.2, 0.4, 0.5], [-1.1, 1.4, -0.9], [1.6, 1.8, 0.9], [0.5, -1.0, -0.8], [0.7, -0.5, 0.2], [-0.6, 0.3, 0.7], [0.4, 0.6, 0.7], [0.9, -0.3, 0.8], [0.0, 0.1, 0.8], [-0.6, -0.2, 0.2], [0.2, -0.4, 0.5], [-0.9, 0.9, 1.8], [0.5, -1.0, -0.5]],
  "charge": 1,
  "relative_energy_kj_mol": 216.5,
  "energy_ev": -28048.8042,
  "largest_force_ev_per_a": 5.659
}

Entry 2:
{
  "formula": "C9H16NOP2",
  "method": "ωB97M-V/def2-TZVPD",
  "species": ["C", "C", "C", "C", "C", "C", "C", "C", "C", "N", "O", "P", "P", "H", "H", "H", "H", "H", "H", "H", "H", "H", "H", "H", "H", "H", "H", "H", "H"],
  "xyz": [[1.02934, 3.48004, -2.68948], [1.04588, 3.72796, -1.32264], [0.71025, 2.14905, -2.98736], [0.66157, 2.83964, -0.32918], [0.28292, 1.20712, -2.00730], [0.08780, 1.61864, -0.65888], [1.83266, -2.02618, -0.83467], [-1.36322, -1.72346, 3.11368], [-0.45215, -0.78490, 2.29479], [-2.17599, -2.48239, 2.24687], [-0.16592, 0.76246, 0.33616], [-1.64481, -1.49718, -1.13338], [-0.85995, -0.65472, 0.47198], [1.18356, 4.32902, -3.40421], [1.24366, 4.68337, -0.99781], [0.72867, 1.90333, -4.11925], [0.62755, 3.14692, 0.69734], [0.02764, 0.26869, -2.40287], [1.01951, -2.31763, -0.22903], [1.50991, -0.98680, -1.08853], [1.95915, -2.70152, -1.69626], [-0.78196, -2.34297, 3.81763], [-2.04714, -1.20301, 3.71534], [0.56989, -1.12952, 2.39463], [-0.49111, 0.28789, 2.64768], [-3.19653, -2.61853, 2.48608], [-1.82423, -3.42159, 2.22709], [2.76664, -2.07183, -0.12783], [-2.28358, -2.44191, -0.42057]],
  "atomic_forces_ev_per_a": [[-0.4, -0.6, 0.8], [-0.6, -0.7, -0.2], [-0.4, -0.1, -2.0], [-1.1, 0.0, -0.2], [-0.2, 2.4, -0.3], [3.0, 0.7, -3.7], [1.9, 0.8, 1.0], [0.6, 0.3, 0.4], [-0.7, 0.6, 0.7], [-2.2, -2.1, -1.3], [-0.8, -1.6, 1.4], [0.4, 1.3, -1.3], [0.0, 0.8, 1.6], [0.1, -1.3, 0.6], [0.8, 2.1, 0.7], [-0.1, -0.2, 2.2], [0.2, 0.2, 0.4], [-0.3, -1.2, -0.1], [-0.8, -1.2, 0.6], [1.1, -0.7, -0.3], [-0.1, 0.5, 0.3], [0.1, 0.3, -0.4], [-0.5, 1.4, 1.0], [0.4, 0.1, -0.5], [0.1, -1.1, -0.5], [1.7, 0.7, 0.0], [0.1, -0.6, -0.4], [-1.6, 0.4, -1.6], [-0.5, -1.2, 1.2]],
  "charge": 1,
  "relative_energy_kj_mol": 18.3,
  "energy_ev": -31698.2866,
  "largest_force_ev_per_a": 4.798
}

Entry 3:
{
  "formula": "C9H16O11S2",
  "method": "ωB97M-V/def2-TZVPD",
  "species": ["C", "C", "O", "C", "O", "C", "C", "C", "C", "C", "C", "O", "O", "O", "S", "O", "O", "H", "H", "H", "H", "H", "H", "H", "H", "H", "H", "H", "H", "H", "H", "H", "H", "O", "S", "O", "O", "O"],
  "xyz": [[-3.70652, -0.58473, 0.80843], [-2.82738, 0.39920, 0.05909], [-3.60696, 1.15000, -0.88917], [-2.09575, 1.40397, 0.95291], [-1.60336, 0.89052, 2.17452], [-0.27686, 0.45076, 2.19191], [0.04831, -0.70221, 1.24223], [0.73897, -0.34853, -0.07913], [1.27274, 1.05562, -0.25318], [2.31294, 0.89792, -1.36509], [3.62211, 0.32664, -0.86291], [4.56211, 1.02569, -0.53087], [3.65689, -1.00552, -0.76399], [1.91029, 1.60049, 0.93094], [0.91404, 1.86993, 2.12137], [0.19047, 3.10038, 1.94172], [1.70799, 1.80626, 3.31851], [-4.73789, -0.45003, 0.48919], [-3.44041, -1.59832, 0.52589], [-3.63507, -0.47289, 1.88425], [-2.10448, -0.16907, -0.52485], [-3.10161, 1.94427, -1.08341], [-2.82590, 2.16889, 1.22152], [-1.33143, 1.90986, 0.36573], [-0.10612, 0.10364, 3.20503], [-0.86668, -1.23668, 1.00587], [0.66668, -1.41740, 1.77548], [0.09297, -0.59898, -0.91286], [1.57433, -1.02056, -0.19510], [0.51913, 1.73333, -0.65421], [1.85872, 0.24156, -2.10674], [2.53252, 1.86953, -1.80636], [3.36556, -1.43482, -1.60960], [0.01810, -2.80045, -1.35351], [0.94009, -3.00138, -2.52056], [0.15298, -3.06285, -3.77304], [1.73611, -4.23444, -2.33535], [1.87236, -1.80960, -2.59466]],
  "atomic_forces_ev_per_a": [[-0.3, 0.0, -0.4], [0.5, -0.2, -0.3], [-0.2, 0.1, 0.4], [-0.6, 0.1, -0.1], [0.3, 0.3, -0.1], [-0.1, -0.5, -0.2], [0.3, 0.3, -0.3], [-0.2, -0.1, 0.9], [0.2, -1.0, -1.5], [0.3, 1.2, -0.1], [0.5, 0.1, 0.0], [-0.7, -0.4, 0.0], [1.4, 0.3, 0.0], [-0.7, -0.1, 0.3], [0.2, 0.5, 1.3], [-0.2, -0.2, -0.7], [0.1, -0.3, -0.2], [-0.1, 0.2, 0.1], [0.1, -0.2, 0.2], [0.0, 0.0, 0.2], [0.2, -0.1, 0.0], [0.0, 0.1, -0.2], [-0.1, 0.1, 0.1], [0.2, 0.0, 0.1], [0.0, 0.2, 0.2], [-0.2, -0.1, 0.2], [0.1, 0.0, 0.1], [0.0, 0.0, -0.2], [-0.1, -0.3, -0.1], [-0.1, 0.4, 0.5], [0.1, -0.2, -0.1], [0.1, 0.1, 0.0], [-1.5, -0.3, 0.1], [0.2, 0.1, -0.2], [-0.6, -0.5, -0.1], [0.2, 0.1, 0.1], [0.1, 0.3, 0.1], [0.4, 0.2, 0.1]],
  "charge": -2,
  "energy_ev": -53785.8164,
  "largest_force_ev_per_a": 1.833
}

Entry 4:
{
  "formula": "C9H16O2",
  "method": "ωB97M-V/def2-TZVPD",
  "species": ["C", "C", "C", "C", "C", "O", "C", "C", "C", "O", "C", "H", "H", "H", "H", "H", "H", "H", "H", "H", "H", "H", "H", "H", "H", "H", "H"],
  "xyz": [[-2.65027, -2.15730, 0.78533], [-3.25705, -0.72793, 0.54378], [-2.59638, 0.18883, -0.54447], [-1.05323, 0.23855, -0.43687], [-0.20514, 1.20251, -1.33626], [-0.85031, 1.78371, -2.15932], [1.29724, 1.44342, -1.32322], [2.24452, 0.73244, -0.52026], [3.65530, 1.26854, -0.47556], [1.71340, -0.32441, 0.26410], [2.48754, -0.56906, 1.41260], [-3.31291, -2.76247, 1.48208], [-1.58002, -2.13785, 1.11998], [-2.74394, -2.58370, -0.15955], [-4.29958, -0.86024, 0.30499], [-3.13416, -0.21076, 1.51279], [-2.87712, -0.09552, -1.52715], [-3.05691, 1.23043, -0.38968], [-0.71733, -0.70975, -0.90183], [-0.77458, 0.34446, 0.64671], [1.43983, 2.17490, -2.07612], [4.25303, 0.71256, 0.22080], [4.14622, 1.27237, -1.50022], [3.72291, 2.29189, -0.10043], [1.98286, -1.03789, 2.26165], [2.79064, 0.39847, 1.74901], [3.37544, -1.10621, 1.14711]],
  "atomic_forces_ev_per_a": [[-0.5, 1.2, 1.2], [1.7, 0.0, 0.9], [-0.1, 1.8, 1.4], [1.0, -0.4, 0.4], [-0.7, -0.9, 1.4], [-0.4, 1.3, -1.6], [0.2, -3.6, 3.1], [-4.0, 2.2, -2.1], [0.6, -0.4, -0.7], [0.8, 1.3, -1.4], [0.4, 0.6, 0.5], [1.0, 0.9, -0.6], [-1.1, -0.1, -0.2], [0.3, -1.4, -1.6], [-0.4, 0.2, 0.1], [-0.5, 0.1, -0.4], [-0.3, -0.4, -1.0], [0.7, -1.3, -0.3], [0.2, -0.1, 1.1], [0.1, -0.5, -1.0], [1.1, 0.7, -0.3], [0.6, -0.5, 0.0], [-0.7, -0.2, 1.2], [-0.5, 0.0, -0.1], [-0.5, -0.2, -0.7], [0.5, 0.6, 0.8], [0.5, -0.7, 0.0]],
  "charge": 0,
  "relative_energy_kj_mol": 126.6,
  "energy_ev": -13684.9913,
  "smiles": "CCCCC(=O)/C=C(/C)OC",
  "largest_force_ev_per_a": 5.076
}

Entry 5:
{
  "formula": "C9H16O3S",
  "method": "ωB97M-V/def2-TZVPD",
  "species": ["C", "C", "S", "O", "O", "C", "O", "C", "C", "C", "C", "C", "C", "H", "H", "H", "H", "H", "H", "H", "H", "H", "H", "H", "H", "H", "H", "H", "H"],
  "xyz": [[2.49856, 0.28526, 1.83335], [2.17996, 0.99737, 0.61364], [0.54696, 1.40993, 0.37442], [-0.06322, 2.26195, 1.40534], [-1.19901, 0.39316, -0.28561], [-1.12664, -0.52903, 0.56521], [-0.18909, -0.75937, 1.30345], [-2.39131, -1.27763, 0.59019], [-3.58699, -0.55629, -0.11264], [-2.15403, -2.71415, 0.03454], [0.94093, 2.25410, -1.33195], [1.86003, 1.09758, -1.75890], [2.89014, 0.68172, -0.71524], [2.81471, -0.74495, 1.60318], [1.67762, 0.08666, 2.59705], [3.38188, 0.69135, 2.39504], [-2.58210, -1.36787, 1.64081], [-3.20026, 0.00428, -0.94352], [-4.26478, -1.28606, -0.48954], [-4.12592, 0.10791, 0.57403], [-1.16931, -2.98719, 0.45673], [-2.08634, -2.75219, -1.01265], [-2.88663, -3.43216, 0.33850], [1.51574, 3.20833, -1.22202], [-0.03654, 2.44468, -1.93844], [2.39288, 1.34474, -2.74475], [1.37127, 0.09221, -2.12301], [3.26528, -0.33832, -0.89085], [3.72620, 1.38399, -0.75635]],
  "atomic_forces_ev_per_a": [[0.7, -1.7, 2.7], [-1.5, -0.6, -1.2], [1.7, 2.8, -0.9], [0.2, -1.3, -0.9], [2.3, 2.7, -0.9], [-1.4, -0.5, -0.2], [0.8, -0.4, 0.9], [-2.0, -1.6, -0.5], [0.9, -0.2, 1.0], [1.3, 0.9, 1.8], [-1.1, -1.1, 0.4], [0.2, -1.7, -4.2], [-0.9, 1.5, 1.1], [0.0, 0.1, -0.2], [0.8, 1.0, -1.2], [-0.8, 0.1, -0.5], [-0.4, -0.3, 0.7], [-0.1, 0.3, -0.3], [-0.7, -0.6, -0.2], [0.2, -0.1, -0.2], [-0.5, -0.4, -0.3], [0.1, 0.2, -1.5], [-0.5, -0.3, 0.4], [-0.6, -0.9, 0.3], [1.8, -0.7, 1.2], [-0.6, 0.1, 1.4], [-0.1, 2.1, 1.1], [-0.3, 0.3, 0.4], [0.3, -0.1, 0.0]],
  "charge": 0,
  "relative_energy_kj_mol": 295.0,
  "energy_ev": -26566.3102,
  "smiles": "CC1=[S@](=O)(OC(=O)C(C)C)CCC1",
  "largest_force_ev_per_a": 4.489
}

Entry 6:
{
  "formula": "C9H16OP",
  "method": "ωB97M-V/def2-TZVPD",
  "species": ["P", "C", "C", "C", "O", "H", "H", "H", "H", "H", "H", "H", "H", "H", "H", "C", "C", "C", "C", "C", "C", "H", "H", "H", "H", "H", "H"],
  "xyz": [[-1.28907, -0.68000, 0.07561], [-2.79320, -1.51102, 0.99330], [-4.16158, -1.36944, 0.34319], [-4.79264, 0.00643, 0.24135], [-4.30537, -0.69030, -0.87275], [-2.03869, 0.57143, -0.13671], [-1.70744, -1.25219, -1.20954], [-0.43913, -1.88790, 0.36260], [-0.81738, -0.11907, 1.38407], [-0.11446, -0.05858, -0.59512], [-2.60139, -2.58558, 0.99796], [-2.92274, -1.12555, 2.00579], [-4.85098, -2.18757, 0.51955], [-5.82651, -0.15638, 0.51658], [-4.12312, 0.69462, 0.73195], [4.45735, 1.32148, 0.57708], [4.32681, 2.19185, -0.49459], [3.43843, 1.89589, -1.52075], [2.67810, 0.73682, -1.47077], [2.80607, -0.13452, -0.39825], [3.69828, 0.15859, 0.62252], [5.14913, 1.54938, 1.37897], [4.91442, 3.10127, -0.53004], [3.33593, 2.57374, -2.35924], [1.97752, 0.50895, -2.26202], [2.20202, -1.03143, -0.35982], [3.79968, -0.52093, 1.45909]],
  "atomic_forces_ev_per_a": [[0.8, 0.3, 0.5], [-0.9, -0.3, -0.9], [0.7, 1.1, 0.8], [0.6, -2.4, 1.6], [-0.4, 0.1, -1.1], [-0.2, -0.1, -0.1], [-0.2, 0.0, 0.1], [-0.1, -0.1, -0.1], [0.0, 0.0, -0.1], [-0.1, 0.0, 0.0], [0.4, -0.1, 0.3], [0.4, -0.1, 0.2], [-0.3, -0.2, -0.4], [-0.5, 1.1, -0.5], [-0.3, 0.8, -0.4], [0.0, 0.0, 0.0], [0.0, 0.0, 0.0], [0.0, 0.0, 0.0], [0.1, 0.0, -0.1], [0.0, -0.1, 0.0], [0.0, 0.0, 0.0], [0.0, 0.0, 0.0], [0.0, 0.0, 0.0], [0.0, 0.0, 0.0], [-0.1, 0.0, 0.0], [-0.1, 0.1, 0.0], [0.0, 0.0, 0.0]],
  "charge": -1,
  "energy_ev": -20923.8121,
  "largest_force_ev_per_a": 2.949
}

Entry 7:
{
  "formula": "C9H16OSi",
  "method": "ωB97M-V/def2-TZVPD",
  "species": ["C", "C", "C", "C", "C", "C", "C", "C", "C", "O", "Si", "H", "H", "H", "H", "H", "H", "H", "H", "H", "H", "H", "H", "H", "H", "H", "H"],
  "xyz": [[0.31959, 0.73705, 0.18065], [-0.87913, 0.58517, 0.17084], [2.38476, 1.33858, 0.17656], [-2.76502, -0.41355, 1.37741], [-2.71353, -0.21387, -1.32863], [-3.15976, 1.68460, 0.01047], [4.16120, -0.62186, -1.30589], [2.17400, -1.75081, 0.99028], [-2.34048, 0.39864, 0.03063], [2.69557, 2.46793, 0.20244], [3.40965, -0.38449, 0.44163], [-2.62418, 0.35816, 2.06334], [-3.82672, -0.64919, 1.12884], [-1.99702, -1.27151, 1.41128], [-2.35945, 0.41233, -2.04527], [-3.84791, -0.45532, -1.28329], [-2.14772, -1.23797, -1.45931], [-3.20094, 2.14669, -0.99249], [-4.14953, 1.59358, 0.29014], [-2.64114, 2.57690, 0.55743], [3.42515, -0.84531, -2.02307], [4.63049, 0.33287, -1.62872], [5.11716, -1.24168, -1.14544], [1.16417, -1.32596, 0.46747], [2.51279, -2.67709, 0.58211], [2.06633, -1.75974, 1.99428], [4.59163, 0.21584, 1.13633]],
  "atomic_forces_ev_per_a": [[1.0, 0.6, 0.5], [-0.2, 0.6, -0.7], [-0.8, -3.3, -1.2], [0.9, -1.1, -4.5], [-0.7, -5.3, 3.1], [3.5, 3.6, -0.3], [2.2, 1.0, 2.1], [-0.7, 2.8, -4.4], [-0.5, -0.4, 0.9], [0.0, 1.9, 0.7], [-0.6, 1.1, -0.9], [0.0, 0.6, 1.9], [0.8, -0.4, 1.0], [-1.7, 1.1, 0.5], [0.4, 1.8, -2.4], [1.9, 0.7, -0.6], [-1.2, 1.7, 0.1], [0.1, -0.5, 0.1], [-2.0, -0.5, 1.0], [-1.1, -1.8, -0.2], [-0.5, -1.1, -1.1], [-0.5, -0.2, 0.4], [-1.7, 0.1, -0.7], [2.3, -1.4, 1.2], [-0.1, -0.8, -0.2], [-0.5, -0.2, 3.2], [-0.3, -0.6, 0.5]],
  "charge": 0,
  "relative_energy_kj_mol": 100.9,
  "s2": 2.022,
  "energy_ev": -19508.6782,
  "largest_force_ev_per_a": 6.140,
  "spin_multiplicity": 3
}

Entry 8:
{
  "formula": "C9H17BCl3CrGeN7S3",
  "method": "ωB97M-V/def2-TZVPD",
  "species": ["Cr", "C", "N", "C", "C", "N", "B", "N", "C", "C", "N", "C", "C", "S", "C", "S", "H", "H", "H", "H", "H", "H", "H", "H", "H", "H", "H", "H", "N", "N", "C", "N", "S", "H", "H", "H", "H", "H", "Cl", "Ge", "Cl", "Cl"],
  "xyz": [[-0.03410, -0.02828, -0.34759], [-0.14016, -3.03396, -3.16799], [1.22189, -2.79800, -2.66040], [2.36408, -2.88466, -3.42249], [3.40052, -2.63396, -2.59674], [2.89712, -2.40495, -1.33148], [3.95999, -2.28241, -0.14981], [3.37515, -1.75738, 1.23319], [3.74530, -2.33930, 2.40756], [3.27943, -1.56549, 3.43586], [2.62825, -0.51119, 2.86786], [1.95319, 0.56686, 3.61434], [2.69356, -0.64487, 1.51922], [2.10102, 0.48990, 0.38160], [1.57004, -2.48887, -1.39274], [0.39751, -2.30338, -0.10014], [-0.05547, -3.47377, -4.15565], [-0.69042, -2.10481, -3.23576], [-0.66322, -3.72084, -2.51277], [2.33942, -3.12202, -4.47435], [4.46129, -2.62161, -2.79145], [4.38283, -3.39402, 0.07293], [4.81738, -1.50629, -0.51354], [4.31776, -3.25429, 2.42847], [3.36829, -1.68295, 4.50665], [2.21903, 0.46706, 4.66216], [0.87710, 0.48216, 3.50597], [2.28342, 1.53275, 3.24893], [-2.22094, 3.00000, -0.13001], [-3.26237, 2.04475, -0.17772], [-3.28760, 0.74909, 0.23769], [-4.48251, 0.19567, 0.22170], [-2.03232, -0.30062, 0.80286], [-2.47477, 3.69536, 0.57468], [-2.19776, 3.45931, -1.04085], [-4.14418, 2.44120, -0.46612], [-5.32241, 0.69920, -0.02978], [-4.57877, -0.77409, 0.48410], [-0.02516, 0.52117, -2.40065], [-0.34241, 2.35745, 0.20520], [0.36349, 4.08937, -0.77574], [-0.58618, 2.98730, 2.24559]],
  "atomic_forces_ev_per_a": [[0.8, -0.7, -0.2], [0.4, 0.0, 0.1], [-0.5, 0.0, -0.4], [-0.4, 0.0, -0.1], [0.1, 0.1, 0.4], [0.4, 0.2, 0.3], [0.2, 0.0, 0.0], [0.1, -0.3, -0.2], [-0.1, -0.1, -0.1], [-0.1, 0.1, 0.0], [-0.2, 0.3, 0.3], [0.2, -0.3, -0.2], [0.2, -0.1, 0.2], [-0.1, 0.3, 0.2], [0.1, -0.1, -0.1], [-0.2, 0.1, -0.1], [0.0, 0.0, 0.0], [0.0, 0.2, 0.0], [0.0, -0.1, 0.1], [0.0, 0.0, 0.1], [-0.1, 0.0, 0.1], [-0.1, 0.3, 0.0], [-0.3, -0.2, 0.1], [-0.1, 0.1, 0.0], [0.0, 0.0, -0.2], [0.0, 0.0, 0.0], [-0.1, 0.0, 0.0], [0.1, 0.1, -0.1], [-1.4, -0.6, -0.5], [-0.3, -0.5, 0.0], [0.3, 0.5, 0.0], [-0.2, 0.0, 0.0], [-0.1, 0.3, 0.1], [0.3, 0.1, 0.1], [0.1, 0.1, -0.1], [-0.1, 0.0, -0.1], [0.0, 0.0, 0.1], [0.0, 0.0, -0.1], [-0.3, 0.2, -0.3], [0.6, -0.1, 0.5], [0.4, 0.4, -0.3], [0.3, -0.1, 0.5]],
  "charge": 2,
  "relative_energy_kj_mol": 40.5,
  "s2": 2.473,
  "energy_ev": -175716.3162,
  "largest_force_ev_per_a": 1.557,
  "spin_multiplicity": 3
}